No. 1
The following is a DFT calculation (wB97M-V/def2-TZVPD) of an isolated ion of composition C9H24N3Si and charge +1.

Positions of all 37 atoms, in Å:
C  1.91  -0.93  -2.22
C  2.13  0.41  -1.70
Si  1.87  0.98  0.00
C  2.73  0.10  1.46
C  4.23  0.15  1.30
N  -0.09  0.21  0.84
C  -1.29  -0.05  0.39
N  -2.12  -0.90  1.03
C  -1.58  -1.91  1.90
C  -3.56  -0.58  1.19
N  -1.76  0.66  -0.71
C  -2.60  0.00  -1.71
C  -1.65  2.07  -0.91
H  2.13  -1.00  -3.25
H  2.57  -1.66  -1.68
H  0.93  -1.20  -2.06
H  1.75  1.25  -2.51
H  3.21  0.69  -1.70
H  1.95  2.48  -0.10
H  2.40  0.56  2.38
H  2.44  -0.95  1.60
H  4.82  -0.65  1.76
H  4.49  0.11  0.27
H  4.52  1.14  1.64
H  0.10  -0.08  1.72
H  -1.02  -2.65  1.22
H  -1.03  -1.42  2.74
H  -2.46  -2.35  2.37
H  -4.07  -1.02  0.32
H  -3.91  -0.81  2.17
H  -3.72  0.62  1.04
H  -2.04  0.10  -2.68
H  -2.69  -1.03  -1.42
H  -3.53  0.42  -1.96
H  -2.56  2.38  -1.50
H  -1.85  2.57  0.11
H  -0.67  2.29  -1.33

Results
- M: 202.40 Da
- SMILES string: CC[SiH](CC)[NH+]=C(N(C)C)N(C)C
- Gap between HOMO and LUMO: 10.252 eV
- Charge: +1

Atomic partial charges in e from the Löwdin method, atoms 1 to 2: atom 1 (C): -0.158, atom 2 (C): -0.414

---

No. 2
The following is a DFT calculation (wB97M-V/def2-TZVPD) of C22H48CuN2O4 as an isolated structure.

Positions of all 77 atoms, in Å:
Cu  0.40  0.32  -0.41
C  0.75  3.89  1.20
C  1.52  3.20  0.05
O  0.72  3.15  -1.05
H  0.86  4.97  1.30
H  1.08  3.45  2.17
H  -0.31  3.62  1.25
H  1.79  2.17  0.42
H  2.48  3.71  -0.18
C  1.82  -0.82  -4.12
C  0.52  -0.58  -3.34
O  0.52  0.64  -2.66
H  2.69  -0.57  -3.53
H  1.79  -0.18  -5.01
H  1.91  -1.86  -4.47
H  0.34  -1.37  -2.59
H  -0.30  -0.52  -4.09
C  3.40  -0.32  -1.14
C  3.57  -0.76  0.32
C  4.49  0.23  1.05
C  4.32  0.27  2.55
C  2.86  0.50  2.89
C  1.96  -0.65  2.41
N  2.20  -0.77  0.92
O  1.44  -1.80  0.32
C  2.27  -1.93  3.15
C  0.55  -0.13  2.53
C  4.26  -2.14  0.33
H  4.41  -0.13  -1.53
H  2.75  0.55  -1.24
H  3.03  -1.18  -1.69
H  5.49  -0.04  0.72
H  4.28  1.24  0.67
H  4.87  1.14  2.92
H  4.75  -0.61  3.04
H  2.52  1.52  2.76
H  2.85  0.41  3.99
H  1.76  -2.81  2.74
H  3.33  -2.17  3.09
H  1.96  -1.92  4.20
H  0.36  0.87  2.12
H  -0.25  -0.82  2.26
H  0.33  0.04  3.60
H  4.41  -2.46  1.37
H  5.27  -1.97  -0.07
H  3.86  -2.96  -0.26
H  1.71  -2.65  0.72
C  -2.41  2.37  -0.57
C  -3.47  1.26  -0.45
C  -4.34  1.33  -1.71
C  -5.16  0.06  -1.90
C  -4.16  -1.11  -2.02
C  -3.32  -1.31  -0.78
N  -2.78  -0.03  -0.38
O  -1.90  -0.14  0.71
C  -4.12  -2.08  0.29
C  -2.15  -2.22  -1.22
C  -4.28  1.44  0.85
H  -2.80  3.30  -0.99
H  -1.65  1.99  -1.27
H  -1.94  2.61  0.38
H  -5.02  2.17  -1.58
H  -3.71  1.55  -2.57
H  -5.69  0.00  -2.85
H  -5.78  0.00  -1.00
H  -3.53  -0.85  -2.88
H  -4.73  -1.99  -2.34
H  -4.61  -2.96  -0.13
H  -3.51  -2.48  1.12
H  -4.84  -1.43  0.78
H  -1.88  -2.05  -2.26
H  -1.23  -2.25  -0.65
H  -2.50  -3.26  -1.24
H  -4.97  0.61  1.00
H  -4.95  2.32  0.78
H  -3.75  1.75  1.75
H  -2.45  -0.42  1.46

Results
- M: 468.18 Da
- Gap between HOMO and LUMO: 4.635 eV
- Charge: -1

Atomic partial charges in e from the Löwdin method, atoms 1 to 2: atom 1 (Cu): 0.397, atom 2 (C): -0.133

---

No. 3
The following is a DFT calculation (wB97M-V/def2-TZVPD) of one molecule with the formula C5H7N.

Positions of all 13 atoms, in Å:
C  -1.44  0.30  -1.00
C  -0.34  0.80  -0.42
C  1.08  0.32  -0.65
C  1.22  -0.38  0.66
N  1.82  -0.98  1.56
C  0.02  -0.77  1.34
H  -1.39  -0.55  -1.68
H  -2.42  0.73  -0.81
H  -0.43  1.60  0.30
H  1.13  -0.42  -1.46
H  1.78  1.13  -0.85
H  -0.47  -0.19  2.11
H  -0.56  -1.58  0.91

Results
- M: 81.12 Da
- SMILES string: C=CCC1=NC1
- Gap between HOMO and LUMO: 9.850 eV
- Charge: 0

Atomic partial charges in e from the Löwdin method, atoms 1 to 2: atom 1 (C): 0.001, atom 2 (C): -0.238

---

No. 4
The following is a DFT calculation (wB97M-V/def2-TZVPD) of a 9-piece molecular cluster, C26H40BN9O overall.

Positions of all 77 atoms, in Å:
B  -1.32  0.70  4.10
C  -2.71  0.71  3.38
C  -2.88  -0.59  2.56
C  -2.68  -0.34  1.07
N  -3.16  -1.45  0.23
C  -2.11  -2.42  -0.18
C  -1.08  -2.69  0.88
C  0.13  -2.00  0.91
C  1.10  -2.25  1.88
C  0.84  -3.21  2.86
C  -0.36  -3.92  2.84
C  -1.31  -3.66  1.86
O  -2.50  -4.35  1.84
H  -0.99  -0.23  4.78
H  -0.55  1.61  4.02
H  -3.45  0.71  4.19
H  -2.79  1.60  2.76
H  -3.83  -1.09  2.74
H  -2.10  -1.30  2.88
H  -1.65  -0.04  0.86
H  -3.31  0.52  0.82
H  -3.46  -1.01  -0.63
H  -2.61  -3.36  -0.39
H  -1.61  -2.12  -1.10
H  0.30  -1.25  0.15
H  2.02  -1.69  1.86
H  1.57  -3.40  3.63
H  -0.54  -4.68  3.60
H  -2.77  -4.53  2.75
C  2.74  0.74  -2.09
C  1.41  0.76  -1.51
N  0.35  0.83  -1.07
H  2.66  0.54  -3.16
H  3.21  1.71  -1.92
H  3.33  -0.05  -1.63
C  -2.69  -7.80  1.87
C  -1.90  -8.46  2.90
N  -1.28  -8.98  3.71
H  -2.26  -6.82  1.66
H  -2.69  -8.40  0.96
H  -3.71  -7.67  2.22
C  2.74  4.95  -3.68
C  3.57  4.23  -2.72
N  4.22  3.63  -1.99
H  3.12  5.96  -3.82
H  2.76  4.43  -4.64
H  1.72  4.99  -3.33
C  -1.79  4.58  -5.33
C  -0.38  4.35  -5.58
N  0.74  4.16  -5.77
H  -2.36  3.69  -5.57
H  -1.95  4.83  -4.28
H  -2.14  5.41  -5.94
C  4.75  2.09  -5.32
C  3.88  0.99  -5.71
N  3.19  0.12  -6.01
H  4.57  2.35  -4.28
H  5.79  1.79  -5.43
H  4.56  2.95  -5.95
C  0.93  3.33  1.01
C  -0.09  4.34  1.28
N  -0.89  5.13  1.50
H  1.02  2.66  1.86
H  0.65  2.75  0.13
H  1.88  3.82  0.83
C  1.31  -7.09  4.88
C  1.42  -5.85  5.66
N  1.50  -4.88  6.26
H  2.06  -7.80  5.23
H  0.33  -7.52  5.00
H  1.48  -6.87  3.83
C  -0.95  6.93  -1.47
C  -0.10  7.03  -2.65
N  0.58  7.11  -3.58
H  -0.61  6.12  -0.83
H  -0.90  7.86  -0.91
H  -1.98  6.75  -1.77

Results
- M: 505.48 Da
- SMILES string: BCCCNCc1ccccc1O.CC#N.CC#N.CC#N.CC#N.CC#N.CC#N.CC#N.CC#N
- Gap between HOMO and LUMO: 8.941 eV
- Charge: 0

Atomic partial charges in e from the Löwdin method, atoms 1 to 2: atom 1 (B): 0.000, atom 2 (C): -0.209

---

No. 5
The following is a DFT calculation (wB97M-V/def2-TZVPD) of C6H9O4Rb as an isolated structure.

Positions of all 20 atoms, in Å:
O  -0.93  1.46  -1.20
Rb  -0.13  -1.41  -0.12
O  -2.20  -0.28  -1.56
C  -2.09  0.95  -1.77
O  -2.86  1.73  -2.34
C  -0.66  2.86  -1.25
C  0.74  3.08  -0.72
H  -0.75  3.21  -2.29
H  -1.41  3.39  -0.65
H  1.48  2.58  -1.35
H  0.97  4.15  -0.71
H  0.83  2.70  0.31
C  3.45  0.02  2.66
C  3.75  -0.46  1.41
H  4.04  -1.33  2.38
H  4.00  0.86  3.10
H  4.67  -0.06  0.95
O  1.23  -0.88  2.74
C  2.12  -0.26  3.29
H  1.90  0.33  4.20

Results
- M: 230.60 Da
- Gap between HOMO and LUMO: 5.909 eV
- Charge: 0

Atomic partial charges in e from the Löwdin method, atoms 1 to 2: atom 1 (O): -0.129, atom 2 (Rb): 0.960

---

No. 6
The following is a DFT calculation (wB97M-V/def2-TZVPD) of a 9-piece molecular cluster, C12H42O12 overall.

Positions of all 66 atoms, in Å:
C  0.76  -0.94  3.64
O  -0.69  -1.21  3.70
H  0.85  0.14  3.54
H  1.34  -1.22  4.52
H  1.24  -1.26  2.71
H  -1.03  -0.78  4.49
C  -3.96  -2.64  2.84
O  -3.93  -1.62  1.90
H  -3.26  -2.45  3.66
H  -4.91  -2.74  3.38
H  -3.71  -3.58  2.34
H  -3.23  -1.84  1.28
C  -1.82  4.55  -2.44
O  -2.09  5.47  -1.47
H  -1.20  5.16  -3.10
H  -1.32  3.64  -2.11
H  -2.74  4.35  -2.99
H  -1.18  5.71  -1.28
C  3.35  -1.14  -1.34
O  3.22  0.13  -1.90
H  3.53  -1.95  -2.05
H  4.10  -1.06  -0.55
H  2.50  -1.46  -0.75
H  2.42  -0.01  -2.42
C  3.80  2.76  1.20
O  2.85  1.74  0.89
H  4.56  2.92  0.43
H  3.27  3.71  1.15
H  4.28  2.67  2.18
H  3.25  0.97  1.28
C  -0.45  3.48  3.69
O  -1.35  4.57  3.49
H  0.36  3.93  4.26
H  -0.88  2.72  4.35
H  0.02  3.01  2.82
H  -2.08  4.24  2.95
C  -0.23  1.32  -0.57
C  -0.44  -0.11  0.05
O  -0.53  -1.14  -0.84
O  0.78  1.48  -1.59
H  0.10  1.81  0.34
H  -1.25  1.57  -0.85
H  -1.32  -0.14  0.69
H  0.40  -0.47  0.64
H  -0.46  -1.95  -0.32
H  1.64  1.34  -1.19
C  0.45  -4.50  -0.61
C  -0.33  -4.09  0.66
O  -1.39  -3.23  0.47
O  1.40  -5.51  -0.35
H  0.94  -3.69  -1.16
H  -0.27  -4.92  -1.32
H  0.31  -3.55  1.36
H  -0.77  -4.89  1.26
H  -2.05  -3.71  -0.04
H  2.17  -5.38  -0.91
C  -0.08  -0.62  -4.41
C  -1.23  0.35  -4.13
O  -0.76  1.64  -4.05
O  0.67  -0.86  -3.33
H  0.58  -0.21  -5.18
H  -0.38  -1.54  -4.91
H  -1.83  0.11  -3.25
H  -1.93  0.30  -4.97
H  -0.21  1.55  -3.28
H  0.16  -0.95  -2.52

Results
- 2S+1: 2
- M: 378.46 Da
- Gap between HOMO and LUMO (spin up / spin down): 9.659 / 3.116 eV
- Charge: +1
- <S²>: 0.755

Atomic partial charges in e from the Löwdin method, atoms 1 to 2: atom 1 (C): -0.124, atom 2 (O): -0.133

---

No. 7
The following is a DFT calculation (wB97M-V/def2-TZVPD) of one molecule with the formula C3H5N3S.

Positions of all 12 atoms, in Å:
C  0.83  -0.70  0.73
S  -0.67  -0.30  1.69
C  -1.66  0.72  0.65
N  -1.23  1.00  -0.61
N  -2.75  1.18  1.14
C  -3.16  1.00  2.37
N  -3.68  0.87  3.39
H  0.73  -0.94  -0.29
H  1.33  -1.42  1.48
H  1.21  0.29  0.63
H  -2.02  1.14  -1.20
H  -0.42  0.66  -1.06

Results
- M: 115.16 Da
- SMILES string: CS/C(N)=N\C#N
- Gap between HOMO and LUMO: 9.581 eV
- Charge: 0

Atomic partial charges in e from the Löwdin method, atoms 1 to 2: atom 1 (C): -0.376, atom 2 (S): 0.941

---

No. 8
The following is a DFT calculation (wB97M-V/def2-TZVPD) of a 5-piece molecular cluster, C5H15N5O10 overall.

Positions of all 35 atoms, in Å:
C  4.96  -5.23  -10.73
N  3.55  -4.81  -10.59
O  2.94  -4.54  -11.60
O  3.09  -4.76  -9.47
H  5.19  -5.94  -9.95
H  5.57  -4.33  -10.64
H  5.10  -5.64  -11.72
C  -0.55  -9.34  -7.55
N  -1.79  -10.11  -7.80
O  -1.71  -11.32  -7.79
O  -2.81  -9.48  -7.98
H  -0.52  -8.52  -8.26
H  0.30  -10.01  -7.61
H  -0.63  -8.91  -6.55
C  1.06  -7.92  -11.03
N  2.30  -7.86  -11.83
O  3.35  -7.65  -11.25
O  2.21  -8.04  -13.03
H  0.68  -8.94  -11.07
H  0.33  -7.25  -11.47
H  1.27  -7.61  -10.01
C  2.73  -5.41  -6.59
N  1.68  -6.26  -7.19
O  2.03  -7.20  -7.88
O  0.53  -5.99  -6.92
H  2.46  -4.36  -6.74
H  3.68  -5.63  -7.06
H  2.72  -5.61  -5.52
C  6.98  -4.49  -7.06
N  6.47  -3.10  -7.27
O  7.14  -2.20  -6.81
O  5.44  -2.97  -7.89
H  7.31  -4.84  -8.03
H  6.15  -5.10  -6.72
H  7.77  -4.46  -6.33

Results
- M: 305.20 Da
- SMILES string: C[N+](=O)[O-].C[N+](=O)[O-].C[N+](=O)[O-].C[N+](=O)[O-].C[N+](=O)[O-]
- Gap between HOMO and LUMO: 10.875 eV
- Charge: 0

Atomic partial charges in e from the Löwdin method, atoms 1 to 2: atom 1 (C): 0.029, atom 2 (N): -0.438